Formula: CH14N2O6
Source: OMol25
Level of theory: ωB97M-V/def2-TZVPD

Geometry as XYZ:
```
23
Properties=species:S:1:pos:R:3
N 0.449 0.997 3.149
C -0.032 1.072 1.978
N -1.361 1.049 1.888
O 0.691 1.292 0.976
H -0.129 1.105 3.970
H 1.448 1.100 3.258
H -1.919 0.839 2.704
H -1.711 1.424 1.018
O 3.231 -1.584 1.528
H 3.498 -1.027 2.259
H 3.197 -0.992 0.776
O 0.498 -1.001 -0.879
H 0.463 -0.505 -0.060
H 0.313 -0.354 -1.559
O -1.524 -2.793 -1.119
H -0.721 -2.283 -1.222
H -1.436 -3.208 -0.261
O -1.665 -0.060 -4.069
H -1.167 -0.503 -4.755
H -1.006 0.201 -3.425
O -0.346 1.354 -2.042
H -0.975 1.909 -1.582
H 0.202 1.967 -2.532
```

## Properties
total energy	-607.467803	hartree
net charge	0
energy relative to the best compared isomer or geometry (same formula, charge and spin)	17.8	kcal per mole
multiplicity	1
gap between HOMO and LUMO	10.15	eV
SMILES	NC(N)=O.O.O.O.O.O

Formula: CH14O5S
Source: OMol25
Level of theory: ωB97M-V/def2-TZVPD

Geometry as XYZ:
```
21
Properties=species:S:1:pos:R:3
C -4.404 1.117 -0.029
S -4.838 0.506 -1.545
H -3.588 0.662 0.589
H -5.190 0.836 0.564
H -4.329 2.249 0.071
H -3.699 0.213 -2.268
O 3.756 1.499 1.078
H 3.852 2.318 1.531
H 3.267 0.852 1.721
O -0.912 -0.116 0.052
H -0.855 0.395 -0.790
H -1.108 0.533 0.788
O 1.441 -3.006 -0.338
H 1.904 -2.740 -1.149
H 1.117 -2.130 -0.116
O 1.719 0.032 -2.271
H 2.118 0.324 -1.333
H 1.770 0.861 -2.772
O 2.873 -1.196 2.155
H 3.209 -2.160 2.036
H 1.895 -1.049 2.024
```

## Properties
total energy	-820.814678	hartree
net charge	0
energy relative to the best compared isomer or geometry (same formula, charge and spin)	43.0	kcal per mole
multiplicity	1
gap between HOMO and LUMO	9.14	eV
SMILES	CS.O.O.O.O.O